This record from OMol25 describes C31H27BHoNO4P as an isolated structure. The level of theory is the ωB97M-V functional and the def2-TZVPD basis.

## Properties
Energy (Eh): -2867.39523
Kohn-Sham gap (alpha / beta) (eV): 8.58 / 8.62

Geometry as ORCA input:
```
! wB97M-V def2-TZVPD RIJCOSX def2/J DEFGRID3
* xyz 1 5
Ho 0.18 -0.25 0.41
C 0.74 3.24 -0.76
C 1.35 2.31 0.24
C 2.36 1.42 -0.14
C 2.88 0.49 0.75
C 2.42 0.46 2.07
C 1.48 1.41 2.50
C 0.94 2.31 1.58
H 0.17 4.04 -0.28
H 0.05 2.67 -1.40
H 1.50 3.68 -1.41
H 2.76 1.48 -1.15
H 3.69 -0.16 0.45
H 2.87 -0.21 2.79
H 1.23 1.49 3.54
H 0.24 3.06 1.93
O 1.02 -0.45 -1.35
O -0.01 -1.23 -2.01
N -1.66 0.62 -0.04
P -2.70 0.53 1.11
C -3.90 1.88 1.02
C -3.34 3.15 0.85
C -4.15 4.25 0.65
C -5.53 4.09 0.57
C -6.09 2.83 0.71
C -5.28 1.72 0.94
C -1.92 0.60 2.80
C -2.04 1.66 3.68
C -1.39 1.62 4.91
C -0.63 0.52 5.27
C -0.50 -0.55 4.39
C -1.13 -0.50 3.16
C -3.65 -1.02 1.32
C -4.50 -1.19 2.42
C -5.17 -2.39 2.58
C -4.99 -3.42 1.66
C -4.14 -3.25 0.57
C -3.48 -2.04 0.40
H -2.26 3.24 0.87
H -3.71 5.23 0.52
H -6.16 4.94 0.40
H -7.16 2.70 0.64
H -5.72 0.74 1.04
H -2.66 2.51 3.42
H -1.50 2.45 5.60
H -0.14 0.49 6.24
H 0.07 -1.42 4.69
H -1.13 -1.39 2.52
H -4.61 -0.39 3.14
H -5.83 -2.53 3.42
H -5.52 -4.35 1.78
H -4.01 -4.05 -0.14
H -2.84 -1.86 -0.46
O 0.24 -2.59 -0.02
B -0.13 -2.42 -1.40
O -0.62 -3.58 -1.93
C -0.50 -4.53 -0.93
C -0.79 -5.87 -0.99
C -0.51 -6.62 0.15
C 0.03 -6.04 1.29
C 0.32 -4.68 1.34
C 0.04 -3.96 0.21
H -1.19 -6.32 -1.89
H -0.72 -7.68 0.14
H 0.24 -6.66 2.16
H 0.76 -4.23 2.22
*
```


This record from OMol25 describes C32H64AsF6O16S8 as an isolated structure. The level of theory is the ωB97M-V functional and the def2-TZVPD basis.

## Properties
Energy (Eh): -8482.14042
Kohn-Sham gap (eV): 10.33

Geometry as ORCA input:
```
! wB97M-V def2-TZVPD RIJCOSX def2/J DEFGRID3
* xyz -1 1
As -0.06 0.48 -0.38
F 1.16 -0.77 -0.51
F 0.84 1.41 -1.54
F -1.31 1.68 -0.29
F -1.06 -0.53 0.65
F 0.75 1.18 0.98
F -0.80 -0.31 -1.78
C 4.94 1.73 4.53
C 4.07 1.96 3.31
C 2.74 1.20 3.48
S 2.90 0.18 4.94
O 2.40 -1.15 4.68
O 2.33 0.97 6.02
C 4.70 0.33 5.06
H 4.56 2.44 5.27
H 5.96 2.02 4.28
H 4.46 1.60 2.36
H 3.88 3.02 3.11
H 2.61 0.52 2.64
H 1.80 1.76 3.47
H 5.22 -0.46 4.51
H 4.86 0.24 6.13
C -4.89 2.71 -1.18
C -4.65 2.28 0.29
C -3.98 3.48 0.96
S -4.56 5.02 0.22
O -3.40 5.73 -0.27
O -5.50 5.69 1.09
C -5.41 4.13 -1.12
H -5.49 1.97 -1.70
H -3.89 2.78 -1.63
H -3.93 1.45 0.35
H -5.60 1.93 0.68
H -2.93 3.34 0.65
H -3.88 3.46 2.04
H -5.77 4.67 -1.99
H -6.37 4.10 -0.57
C -1.48 1.39 3.71
C -1.58 -0.13 3.90
C -3.02 -0.51 3.87
S -3.87 0.75 4.85
O -3.97 0.33 6.23
O -5.05 1.18 4.14
C -2.55 2.02 4.58
H -1.77 1.45 2.65
H -0.46 1.75 3.75
H -0.94 -0.45 4.74
H -0.98 -0.67 3.16
H -3.28 -1.51 4.21
H -3.40 -0.42 2.85
H -2.28 2.45 5.54
H -3.19 2.73 4.04
C 0.35 4.38 1.41
C 0.30 4.69 -0.12
C 1.69 4.57 -0.67
S 2.71 5.39 0.60
O 2.62 6.81 0.31
O 3.99 4.73 0.71
C 1.59 5.01 1.99
H 0.37 3.32 1.64
H -0.62 4.74 1.76
H -0.05 5.73 -0.20
H -0.43 4.02 -0.56
H 1.95 5.02 -1.62
H 1.87 3.49 -0.70
H 1.45 5.87 2.64
H 2.22 4.32 2.57
C 1.23 0.49 -4.50
C 2.65 -0.09 -4.80
C 2.60 -0.96 -6.04
S 1.28 -0.38 -7.10
O 0.44 -1.48 -7.53
O 1.79 0.54 -8.08
C 0.44 0.54 -5.79
H 1.36 1.39 -3.90
H 0.80 -0.20 -3.77
H 3.07 -0.64 -3.97
H 3.30 0.78 -4.99
H 2.34 -1.97 -5.69
H 3.46 -1.03 -6.70
H -0.54 0.06 -5.68
H 0.20 1.54 -6.15
C 3.46 -3.21 -0.37
C 4.05 -2.31 -1.43
C 4.46 -1.01 -0.71
S 5.28 -1.64 0.77
O 4.88 -0.89 1.94
O 6.67 -1.90 0.48
C 4.42 -3.23 0.82
H 3.13 -4.22 -0.63
H 2.50 -2.77 -0.08
H 3.43 -2.17 -2.32
H 4.95 -2.69 -1.94
H 3.63 -0.34 -0.49
H 5.17 -0.42 -1.28
H 3.84 -3.22 1.75
H 5.17 -4.01 0.79
C -3.48 -2.85 0.93
C -2.25 -3.70 0.77
C -2.49 -5.00 1.54
S -4.28 -5.31 1.45
O -4.74 -5.50 2.81
O -4.63 -6.31 0.46
C -4.77 -3.66 0.81
H -3.52 -2.08 0.16
H -3.50 -2.35 1.90
H -1.28 -3.28 1.00
H -2.30 -4.01 -0.29
H -2.12 -4.90 2.56
H -1.95 -5.85 1.11
H -5.55 -3.19 1.39
H -5.00 -3.83 -0.24
C -0.80 -2.99 -4.82
C -1.33 -3.04 -3.36
C -0.17 -3.78 -2.66
S 0.52 -4.97 -3.88
O 0.08 -6.32 -3.56
O 1.93 -4.72 -4.14
C -0.44 -4.37 -5.32
H 0.03 -2.28 -4.76
H -1.58 -2.43 -5.34
H -2.22 -3.66 -3.24
H -1.48 -2.09 -2.85
H -0.43 -4.40 -1.81
H 0.61 -3.06 -2.44
H -1.39 -4.91 -5.32
H 0.20 -4.39 -6.20
*
```


This record from OMol25 describes one molecule with the formula C3H2N2. The level of theory is the ωB97M-V functional and the def2-TZVPD basis.

## Properties
Energy (Eh): -224.84681
Kohn-Sham gap (eV): 8.52

Geometry as ORCA input:
```
! wB97M-V def2-TZVPD RIJCOSX def2/J DEFGRID3
* xyz 0 1
C 0.25 0.81 0.04
C -1.08 0.98 0.01
C 1.28 0.01 -0.06
N -1.73 -0.08 -0.05
N -2.23 -1.05 0.02
H 1.50 -0.64 0.90
H 2.02 -0.04 -0.86
*
```


This record from OMol25 describes a 9-piece molecular cluster, C6H30N6O9 overall. The level of theory is the ωB97M-V functional and the def2-TZVPD basis.

## Properties
Structure (SMILES): NC(N)=O.NC(N)=O.NC(N)=O.CC(C)O.O.O.O.O.O
Energy (Eh): -1252.44912
Kohn-Sham gap (eV): 9.71

Geometry as ORCA input:
```
! wB97M-V def2-TZVPD RIJCOSX def2/J DEFGRID3
* xyz 0 1
O 2.37 -1.24 1.18
H 2.64 -0.30 1.16
H 3.13 -1.69 1.56
O 1.88 1.23 3.89
H 1.10 0.74 3.58
H 2.55 0.56 4.05
O 3.48 1.41 1.20
H 3.55 1.52 0.23
H 3.79 2.23 1.58
O -0.13 3.72 2.09
H -0.25 2.97 1.49
H -0.57 4.45 1.64
O 0.41 1.35 0.40
H 0.33 0.54 0.92
H 1.35 1.57 0.44
C 2.52 1.45 -2.57
O 3.05 1.78 -1.50
N 1.29 0.87 -2.59
N 3.12 1.71 -3.76
H 0.89 0.49 -3.43
H 1.01 0.59 -1.66
H 3.90 2.35 -3.70
H 2.84 1.33 -4.64
C -2.98 1.37 -1.76
O -3.60 0.67 -0.98
N -1.76 1.90 -1.47
N -3.49 1.73 -2.99
H -1.22 2.46 -2.11
H -1.21 1.46 -0.74
H -2.86 1.93 -3.73
H -4.42 1.46 -3.25
C -0.59 -1.41 3.45
O -0.46 -0.20 3.27
N -1.53 -1.92 4.29
N 0.21 -2.32 2.82
H -1.75 -2.90 4.34
H -2.13 -1.28 4.78
H 0.93 -1.99 2.17
H 0.18 -3.27 3.14
C -2.57 -2.90 -0.66
C -1.19 -2.30 -0.83
C -0.80 -1.87 -2.23
O -1.01 -1.17 0.04
H -2.77 -3.62 -1.46
H -3.32 -2.12 -0.67
H -2.60 -3.49 0.26
H -0.45 -3.05 -0.52
H -1.42 -1.05 -2.60
H -0.76 -2.72 -2.90
H 0.21 -1.46 -2.15
H -0.89 -1.55 0.92
*
```


This record from OMol25 describes one molecule with the formula C6H6O. The level of theory is the ωB97M-V functional and the def2-TZVPD basis.

## Properties
Structure (SMILES): C#C[C@@]12CO[C@@H]1C2
Energy (Eh): -307.25269
Kohn-Sham gap (eV): 9.05

Geometry as ORCA input:
```
! wB97M-V def2-TZVPD RIJCOSX def2/J DEFGRID3
* xyz 0 1
C 2.51 0.60 0.45
C 1.35 0.36 0.23
C 0.12 0.01 -0.54
C -0.96 1.00 -0.35
C -0.81 0.14 0.82
O -1.28 -1.16 0.52
C -0.40 -1.36 -0.55
H 3.55 0.82 0.58
H -1.82 0.86 -0.96
H -0.70 2.03 -0.24
H -0.94 0.45 1.85
H 0.29 -2.17 -0.34
H -0.93 -1.59 -1.46
*
```


This record from OMol25 describes a 13-piece molecular cluster, C35H99N3O13 overall. The level of theory is the ωB97M-V functional and the def2-TZVPD basis.

## Properties
Energy (Eh): -2535.08861
Kohn-Sham gap (eV): 9.53

Geometry as ORCA input:
```
! wB97M-V def2-TZVPD RIJCOSX def2/J DEFGRID3
* xyz 0 1
C 2.75 1.09 4.46
C 3.79 0.98 5.54
C 3.34 1.08 7.02
O 4.51 -0.26 5.42
H 3.20 0.73 3.51
H 2.45 2.11 4.31
H 1.84 0.49 4.66
H 4.51 1.76 5.34
H 4.24 1.12 7.61
H 2.78 0.13 7.21
H 2.76 1.99 7.14
H 4.71 -0.54 4.53
C 4.78 -0.74 0.87
C 4.98 -1.85 1.92
C 5.88 -3.00 1.49
O 5.42 -1.33 3.15
H 5.81 -0.35 0.47
H 4.19 -0.01 1.40
H 4.30 -1.09 -0.02
H 3.94 -2.26 2.20
H 6.93 -2.73 1.40
H 5.62 -3.32 0.48
H 5.78 -3.89 2.18
H 6.39 -1.31 3.18
C 2.51 1.35 -4.16
C 1.52 0.75 -5.12
C 2.00 0.76 -6.58
O 1.30 -0.64 -4.81
H 1.98 1.28 -3.22
H 2.77 2.38 -4.42
H 3.44 0.78 -4.07
H 0.52 1.24 -5.20
H 2.17 1.76 -6.99
H 1.32 0.24 -7.24
H 3.01 0.34 -6.63
H 0.42 -0.75 -4.35
C -4.87 -2.58 -0.06
C -3.94 -3.58 -0.72
C -4.42 -5.03 -0.56
O -5.48 -5.23 -1.46
C -6.33 -6.29 -1.13
N -3.67 -3.16 -2.13
H -4.48 -1.58 -0.14
H -4.95 -2.82 1.00
H -5.82 -2.57 -0.56
H -2.96 -3.58 -0.22
H -4.67 -5.17 0.48
H -3.65 -5.74 -0.83
H -6.71 -6.23 -0.14
H -5.79 -7.24 -1.23
H -7.15 -6.30 -1.91
H -3.09 -3.85 -2.57
H -4.51 -3.23 -2.69
C -1.55 4.55 1.63
C -2.86 3.81 1.46
C -3.95 4.44 2.33
O -3.57 4.44 3.66
C -4.53 4.95 4.57
N -3.31 3.90 0.08
H -1.72 5.54 1.23
H -0.73 4.07 1.10
H -1.32 4.63 2.66
H -2.83 2.72 1.81
H -4.91 3.90 2.27
H -4.12 5.48 1.98
H -4.65 6.02 4.31
H -4.10 4.84 5.55
H -5.47 4.43 4.43
H -4.04 3.21 -0.12
H -2.58 3.68 -0.63
C -1.34 1.43 -2.32
C -0.45 0.23 -2.06
C -0.41 -0.18 -0.60
O 0.45 0.81 0.11
C 0.75 0.39 1.42
N -0.81 -0.88 -2.97
H -1.27 2.26 -1.58
H -2.37 1.03 -2.31
H -1.15 1.75 -3.40
H 0.56 0.45 -2.32
H 0.15 -1.13 -0.52
H -1.41 -0.29 -0.12
H -0.05 -0.22 1.86
H 0.96 1.34 1.95
H 1.67 -0.21 1.44
H -1.76 -1.22 -2.77
H -0.12 -1.62 -2.92
C -1.09 4.41 -5.26
C -0.74 4.44 -3.77
O -1.91 4.15 -3.02
H -1.68 5.31 -5.49
H -1.64 3.47 -5.57
H -0.24 4.57 -5.92
H -0.40 5.41 -3.45
H 0.00 3.70 -3.55
H -2.49 4.94 -3.16
C -0.65 2.75 6.22
C -0.27 4.10 5.70
O -1.35 5.01 5.78
H -1.19 2.86 7.16
H 0.11 1.99 6.22
H -1.50 2.33 5.65
H 0.17 3.99 4.68
H 0.51 4.54 6.35
H -2.06 4.63 5.22
C 1.57 3.94 -1.19
C 2.69 3.46 -0.28
O 3.88 3.05 -0.95
H 1.21 3.07 -1.79
H 1.78 4.75 -1.87
H 0.69 4.35 -0.60
H 2.28 2.65 0.39
H 3.07 4.23 0.37
H 3.65 2.37 -1.59
C -3.24 -0.97 -7.12
C -2.01 -0.17 -7.15
O -2.19 1.09 -6.57
H -3.55 -1.06 -6.07
H -2.99 -2.03 -7.28
H -4.04 -0.58 -7.73
H -1.65 -0.13 -8.17
H -1.22 -0.68 -6.61
H -1.38 1.57 -6.69
C 2.04 -3.64 3.99
C 2.97 -3.30 5.16
O 4.35 -3.61 5.02
H 1.81 -4.69 3.80
H 2.29 -3.18 3.04
H 1.05 -3.30 4.27
H 2.57 -3.75 6.06
H 2.95 -2.25 5.30
H 4.80 -2.91 4.55
C 3.07 -4.93 -3.26
C 2.24 -3.84 -3.92
O 2.00 -2.85 -2.97
H 3.67 -4.50 -2.54
H 3.69 -5.45 -4.01
H 2.52 -5.69 -2.76
H 1.30 -4.26 -4.28
H 2.84 -3.50 -4.77
H 2.36 -2.07 -3.34
C -1.82 -3.10 2.35
C -1.62 -4.57 1.84
O -0.36 -4.96 2.37
H -2.68 -2.57 1.93
H -0.90 -2.67 2.01
H -1.72 -3.00 3.43
H -1.59 -4.56 0.74
H -2.37 -5.24 2.20
H -0.10 -5.78 1.90
*
```


This record from OMol25 describes an isolated ion of composition C5H10ClN4 and charge +1. The level of theory is the ωB97M-V functional and the def2-TZVPD basis.

## Properties
Energy (Eh): -875.24120
Kohn-Sham gap (alpha / beta) (eV): 8.17 / 8.18

Geometry as ORCA input:
```
! wB97M-V def2-TZVPD RIJCOSX def2/J DEFGRID3
* xyz 1 1
C -2.31 0.31 0.11
C -2.25 -2.14 -0.40
C 0.87 1.11 -1.06
C 1.92 0.37 1.09
C 0.63 0.84 0.46
N -0.98 -2.37 0.32
N -0.33 -1.43 0.64
N -0.32 -0.24 0.71
N -2.86 -0.87 -0.05
Cl -3.30 1.59 0.59
H -2.21 -2.05 -1.55
H -2.81 -3.06 -0.05
H 0.91 0.23 -1.52
H 0.13 1.63 -1.47
H 1.78 1.71 -1.08
H 2.42 1.17 1.45
H 2.67 -0.13 0.40
H 1.64 -0.27 1.82
H 0.07 1.80 0.97
H -3.92 -1.00 0.05
*
```


This record from OMol25 describes one molecule with the formula H2N2O4S. The level of theory is the ωB97M-V functional and the def2-TZVPD basis.

## Properties
Structure (SMILES): NS(=O)(=O)[N+](=O)[O-]
Energy (Eh): -809.57121
Kohn-Sham gap (alpha / beta) (eV): 9.19 / 9.19

Geometry as ORCA input:
```
! wB97M-V def2-TZVPD RIJCOSX def2/J DEFGRID3
* xyz 0 1
N 0.53 -1.22 -0.28
N -0.11 1.38 -0.48
O 0.92 2.03 -0.52
O -1.12 1.49 -1.02
O -2.08 -0.45 0.89
O 0.84 0.16 1.84
S -0.09 -0.08 0.80
H 0.18 -1.17 -1.24
H 0.92 -2.14 0.00
*
```